# C12H20BrCl4IN3O

2 unconnected molecules or ions with the total composition C12H20BrCl4IN3O in a non-equilibrium geometry (ωB97M-V/def2-TZVPD, the Open Molecules 2025 dataset).

Last column: Mulliken charge in e.
CARTESIAN COORDINATES (ANGSTROEM)
C 3.40 0.56 0.16  -1.226
C 3.00 -0.80 -0.41  -0.516
C 1.77 -1.42 0.24  -0.441
Br 1.99 -1.45 2.16  -0.021
N 0.50 -0.68 -0.08  0.304
C -0.73 -1.34 0.48  -1.562
C -2.01 -0.55 0.20  0.273
C -3.18 -1.54 0.38  -1.439
C -4.50 -0.98 -0.13  -0.381
C -4.89 0.32 0.55  -1.279
I -6.05 -2.41 0.25  0.102
N -2.00 0.12 -1.11  -0.249
C -1.13 -0.63 -2.01  -0.873
C 0.32 -0.52 -1.58  -0.424
O 0.85 0.78 -1.86  -0.407
C 1.13 0.94 -3.13  0.555
N 1.11 1.13 -4.26  -0.408
H 3.98 0.45 1.07  0.520
H 2.54 1.21 0.35  0.317
H 4.05 1.06 -0.55  0.341
H 3.80 -1.50 -0.19  0.460
H 2.91 -0.77 -1.49  0.324
H 1.63 -2.44 -0.12  0.587
H 0.60 0.28 0.28  0.563
H -0.74 -2.34 0.04  0.363
H -0.63 -1.48 1.55  0.641
H -2.13 0.20 0.98  0.664
H -3.29 -1.74 1.44  0.558
H -2.97 -2.50 -0.10  0.448
H -4.45 -0.84 -1.20  0.434
H -4.13 1.09 0.40  0.313
H -5.82 0.71 0.15  0.423
H -5.03 0.16 1.62  0.380
H -1.55 1.02 -0.96  0.371
H -1.44 -1.67 -2.08  0.386
H -1.25 -0.22 -3.01  0.481
H 0.93 -1.27 -2.06  0.422
C 4.69 3.81 2.82  0.349
Cl 5.68 3.83 4.27  -0.079
Cl 3.59 2.41 2.86  -0.086
Cl 3.73 5.29 2.73  -0.086
Cl 5.72 3.68 1.39  -0.102

Calculated values
Highest occupied orbital energy: -11.8 eV
HOMO-LUMO gap: 8.9 eV
Calculated total energy: -147510.686 eV
Total charge: +1

=====

# C12H20Cl2N2SeTi

A molecular structure, C12H20Cl2N2SeTi in a non-equilibrium geometry (ωB97M-V/def2-TZVPD, the Open Molecules 2025 dataset).

Last column: Mulliken charge in e.
CARTESIAN COORDINATES (ANGSTROEM)
Ti -0.63 1.14 -1.43  0.553
Cl 1.33 0.54 -2.42  -0.448
Cl -1.71 1.59 0.51  -0.460
C -0.30 2.92 -1.81  -0.792
H -0.83 3.72 -1.29  0.341
H 0.33 3.25 -2.64  0.325
C -1.44 -1.65 -0.89  -0.275
C -1.93 -0.76 -1.74  -0.510
H -1.59 -1.49 0.19  0.412
C -1.62 -0.80 -3.23  -0.248
H -2.83 -0.14 -1.50  0.505
C -1.54 -2.28 -3.71  -0.847
H -2.36 -0.25 -3.83  0.405
H -0.66 -0.30 -3.45  0.219
C -0.63 -3.13 -2.82  -0.631
H -2.57 -2.67 -3.71  0.341
H -1.16 -2.31 -4.75  0.367
C -0.86 -2.97 -1.30  -0.566
H -0.83 -4.18 -3.06  0.302
H 0.43 -2.95 -3.04  0.328
H -1.51 -3.78 -0.95  0.387
H 0.09 -3.14 -0.77  0.191
C 1.27 -1.02 4.03  -0.932
N 1.32 0.36 3.62  0.230
C 1.24 1.44 4.49  -0.494
C 1.36 2.56 3.73  -0.434
N 1.51 2.16 2.42  0.300
C 1.71 3.04 1.29  -1.018
C 1.43 0.79 2.32  -0.135
Se 1.42 -0.21 0.79  -0.222
H 1.99 -1.20 4.84  0.354
H 1.53 -1.65 3.17  0.274
H 0.26 -1.29 4.39  0.315
H 1.13 1.31 5.55  0.452
H 1.37 3.60 4.00  0.427
H 0.75 3.33 0.84  0.285
H 2.25 3.93 1.64  0.340
H 2.30 2.52 0.53  0.359

Calculated values
Highest occupied orbital energy: -7.4 eV
HOMO-LUMO gap: 7.6 eV
Calculated total energy: -129254.908 eV
Total charge: 0

=====

# C12H20Cl2NO3P3

2 unconnected molecules or ions with the total composition C12H20Cl2NO3P3 in a non-equilibrium geometry (ωB97M-V/def2-TZVPD, the Open Molecules 2025 dataset).

Last column: Mulliken charge in e.
CARTESIAN COORDINATES (ANGSTROEM)
C 2.76 0.89 -2.19  -0.950
P 2.68 1.10 -0.36  0.199
O 1.11 1.64 -0.04  -0.323
P 2.84 -0.88 0.54  -0.339
C 1.24 -1.77 0.16  0.100
C 0.63 -2.58 1.36  -0.591
C -0.66 -2.00 1.92  0.413
O -0.70 -1.68 3.09  -0.577
N -1.84 -1.89 1.08  -0.246
C -1.99 -0.51 0.66  -0.240
C -2.31 0.51 1.54  -0.351
C -2.41 1.82 1.14  -0.607
C -2.20 2.14 -0.19  -0.681
C -1.92 1.13 -1.08  -0.026
C -1.82 -0.19 -0.68  -0.091
P 3.03 -0.54 2.69  0.138
C 1.83 0.73 3.31  -0.790
O 4.51 0.24 2.82  -0.439
H 3.63 0.32 -2.51  0.380
H 2.71 1.88 -2.65  0.324
H 1.87 0.34 -2.53  0.224
H 0.72 1.00 0.58  0.114
H 0.53 -1.07 -0.29  -0.432
H 1.47 -2.50 -0.63  0.452
H 0.37 -3.57 0.97  0.356
H 1.36 -2.68 2.17  0.463
H -2.63 -2.15 1.66  0.417
H -2.47 0.23 2.58  0.407
H -2.64 2.58 1.88  0.385
H -2.26 3.19 -0.47  0.409
H -1.76 1.42 -2.14  0.442
H -1.60 -0.97 -1.40  0.339
H 0.99 0.19 3.76  0.255
H 1.52 1.48 2.57  0.218
H 2.34 1.25 4.13  0.403
H 4.93 0.31 1.96  0.303
Cl -3.91 0.98 -5.99  -0.165
C -2.68 0.03 -5.15  -0.348
Cl -2.72 0.31 -3.40  -0.113
H -2.87 -1.02 -5.35  0.313
H -1.71 0.31 -5.52  0.254

Calculated values
Highest occupied orbital energy: -8.1 eV
SMILES: CP(O)P(CCC(=O)Nc1ccccc1)#P(C)O.ClCCl
HOMO-LUMO gap: 8.5 eV
Calculated total energy: -73311.556 eV
Total charge: 0

=====

# C12H20Cl3I2MoN2OSi2

A molecular structure, C12H20Cl3I2MoN2OSi2 (ωB97M-V/def2-TZVPD, the Open Molecules 2025 dataset).

Last column: Mulliken spin population.
CARTESIAN COORDINATES (ANGSTROEM)
Mo -0.58 0.38 0.92  1.986
I 3.46 1.41 2.20  -0.004
C 2.78 1.37 4.25  0.000
I 1.46 2.88 4.83  0.000
H 3.70 1.45 4.81  0.000
H 2.30 0.41 4.36  0.000
C 2.14 -2.36 1.49  0.009
C 1.66 -2.03 0.11  0.024
C 2.16 -2.65 -1.02  -0.003
C 1.62 -2.33 -2.26  0.026
C 0.59 -1.41 -2.38  -0.037
C 0.13 -0.82 -1.22  0.040
N 0.68 -1.13 -0.02  -0.032
N -0.86 0.14 -1.04  -0.010
Si -1.80 0.85 -2.40  0.003
C -3.01 2.08 -1.71  -0.002
C -0.60 1.70 -3.55  0.001
C -2.71 -0.54 -3.25  0.000
H 1.60 -3.23 1.87  0.002
H 1.98 -1.53 2.17  -0.005
H 3.20 -2.62 1.48  0.001
H 2.95 -3.38 -0.93  0.000
H 2.00 -2.82 -3.15  0.001
H 0.17 -1.17 -3.34  -0.002
H -2.52 2.91 -1.22  -0.001
H -3.69 1.62 -1.00  -0.001
H -3.61 2.48 -2.53  0.000
H -0.07 2.51 -3.04  0.000
H -1.17 2.16 -4.37  0.000
H 0.13 1.04 -4.00  0.000
H -3.28 -1.12 -2.53  0.000
H -2.06 -1.22 -3.80  0.000
H -3.42 -0.12 -3.97  0.000
Cl 1.04 4.03 1.13  -0.006
Si 1.26 2.06 0.67  -0.051
Cl 2.38 1.96 -1.04  -0.002
Cl -2.10 2.03 1.54  0.128
C -1.66 -1.06 3.85  -0.008
C -0.84 -0.41 2.82  -0.068
O 0.21 0.22 2.99  0.012
H -2.70 -0.79 3.69  0.000
H -1.33 -0.79 4.85  -0.001
H -1.59 -2.15 3.71  0.000

Calculated values
Highest occupied orbital energy (spin up / spin down): -11.4 / -11.5 eV
HOMO-LUMO gap (spin up / spin down): 7.4 / 7.4 eV
Calculated total energy: -89175.223 eV
Total charge: +1
Spin multiplicity: 3

=====

# C12H20ClI2OP2Ti

A molecular structure, C12H20ClI2OP2Ti in a non-equilibrium geometry (ωB97M-V/def2-TZVPD, the Open Molecules 2025 dataset).

Last column: Mulliken spin population.
CARTESIAN COORDINATES (ANGSTROEM)
I 0.30 -4.43 -4.82  0.001
I -1.13 -2.46 -5.98  0.001
Ti 0.84 0.19 -0.13  1.116
P 2.88 1.05 -1.44  -0.069
C 3.41 0.43 -3.08  -0.008
C 2.92 2.87 -1.71  0.011
H 4.27 1.25 0.55  0.002
H 5.29 1.30 -0.91  -0.001
H 4.62 -0.24 -0.34  0.000
C 4.42 0.83 -0.45  0.003
H 2.70 3.38 -0.77  0.002
H 3.88 3.23 -2.09  -0.001
H 4.33 0.88 -3.45  -0.001
H 2.62 0.61 -3.81  0.000
H 2.14 3.14 -2.43  0.003
H 3.55 -0.65 -3.03  -0.001
C 0.59 -0.88 -1.95  0.000
O 0.40 -1.62 -2.84  0.042
Cl 1.54 1.76 1.44  -0.022
C -1.72 1.52 0.50  0.018
P -1.31 -0.25 0.56  -0.088
C 0.12 -1.74 1.21  0.010
C -2.50 -0.76 1.78  0.005
C -3.78 -0.81 1.18  -0.002
C -4.91 -0.93 1.96  0.000
C -4.76 -1.03 3.37  -0.003
C -3.49 -0.95 3.98  0.001
C -2.35 -0.80 3.18  -0.006
H -2.61 1.52 -0.18  0.007
H -2.06 1.89 1.48  -0.001
H -0.99 2.22 0.09  -0.010
H 0.11 -1.83 2.30  0.002
H -0.33 -2.65 0.75  -0.001
H 1.16 -1.58 0.79  -0.011
H -3.83 -0.64 0.11  0.001
H -5.90 -0.97 1.50  0.000
H -5.65 -1.18 3.97  0.000
H -3.42 -1.02 5.07  0.000
H -1.38 -0.66 3.64  0.000

Calculated values
Highest occupied orbital energy (spin up / spin down): -13.6 / -13.6 eV
HOMO-LUMO gap (spin up / spin down): 4.3 / 4.5 eV
Calculated total energy: -85215.100 eV
Total charge: +2
Spin multiplicity: 2

=====

# C12H20CuF4NO

A molecular structure, C12H20CuF4NO in a non-equilibrium geometry (ωB97M-V/def2-TZVPD, the Open Molecules 2025 dataset).

Last column: Mulliken spin population.
CARTESIAN COORDINATES (ANGSTROEM)
C -1.27 -0.06 -2.94  0.003
C -0.26 0.00 -1.66  0.069
C 1.06 0.70 -2.20  0.030
C -0.97 1.00 -0.62  0.067
C -0.45 0.87 0.90  -0.024
C -1.75 1.17 1.81  0.022
C 0.70 1.89 1.27  0.007
F 2.01 1.39 0.99  0.000
F 0.63 3.10 0.55  0.001
C 0.76 2.33 2.80  -0.001
F -0.12 3.40 3.09  0.000
F 0.64 1.26 3.70  0.001
C 0.03 -0.60 1.30  0.082
C 0.55 -1.55 0.13  0.085
C 2.17 -1.57 0.05  0.042
C 0.18 -3.06 0.61  -0.005
N -0.11 -1.40 -1.19  0.495
O -1.24 -2.05 -1.27  1.088
H -2.38 -0.15 -2.60  0.001
H -1.21 0.91 -3.53  0.001
H -1.04 -0.98 -3.61  0.003
H 1.49 0.00 -3.00  -0.006
H 1.88 0.84 -1.44  0.003
H 0.78 1.65 -2.76  0.004
H -0.88 2.04 -1.05  0.004
H -2.08 0.74 -0.64  0.001
H -1.63 0.74 2.86  -0.001
H -2.68 0.66 1.39  -0.002
H -1.97 2.29 1.83  0.000
H 1.80 2.76 2.97  0.000
H -0.88 -1.12 1.76  -0.004
H 0.82 -0.63 2.12  0.013
H 2.53 -2.66 0.12  0.006
H 2.64 -1.06 0.95  -0.001
H 2.57 -1.19 -0.93  -0.005
H 0.91 -3.31 1.45  0.002
H -0.88 -3.13 1.02  0.011
H 0.33 -3.81 -0.23  0.007
Cu -2.66 -1.40 -3.99  0.004

Calculated values
Highest occupied orbital energy (spin up / spin down): -17.2 / -17.3 eV
HOMO-LUMO gap (spin up / spin down): 8.0 / 5.3 eV
Calculated total energy: -71790.804 eV
Total charge: +2
Spin multiplicity: 3